# 1
Computed, not measured: an isolated molecule of C4H5NO2S in a non-equilibrium geometry, with wB97M-V/def2-TZVPD.

The geometry in XYZ format:
```
13
Properties=species:S:1:pos:R:3
O 1.63566 1.82884 2.53033
C 0.95908 2.43041 1.74614
O 0.28412 1.83407 0.67439
C 0.33403 0.44766 0.59361
C -0.20869 -0.17308 -0.45106
N -0.28056 -1.52269 -0.65072
C -0.95785 -2.04248 -1.74031
S -1.67243 -1.24183 -2.97661
H 0.83499 3.53304 1.62285
H 0.78458 -0.08031 1.47754
H -0.67792 0.36443 -1.24502
H -0.01650 -2.21372 0.05289
H -1.01851 -3.16436 -1.63403
```

Results
Structure (SMILES): O=CO/C=C/NC=S
Orbital gap, eV: 8.7
Energy relative to the best compared isomer or geometry (same formula, charge and spin), kJ/mol: 190.5

---

# 2
Computed, not measured: an isolated molecule of C3H6N2S in a non-equilibrium geometry, with wB97M-V/def2-TZVPD.

The geometry in XYZ format:
```
12
Properties=species:S:1:pos:R:3
N -2.43207 -0.08176 -0.18780
N -1.08369 -0.07180 -0.51113
C -0.34114 0.29140 0.48772
C 1.12445 0.23605 0.48875
C 1.78342 -0.76202 -0.37014
S 2.07859 0.97347 -0.91975
H -2.94534 -0.15222 -1.09708
H -2.75502 0.76036 0.36754
H -0.84112 0.89189 1.30126
H 1.58091 0.51349 1.44304
H 2.69079 -1.21107 0.02553
H 1.14021 -1.38780 -1.02795
```

Results
Structure (SMILES): N/N=C/[C@H]1CS1
Orbital gap, eV: 9.3
Energy relative to the best compared isomer or geometry (same formula, charge and spin), kJ/mol: 233.5

---

# 3
Computed, not measured: a structure of composition C29H47GeIrN2SSi4 in a non-equilibrium geometry, with wB97M-V/def2-TZVPD.

The geometry in XYZ format:
```
85
Properties=species:S:1:pos:R:3
Ir 0.87373 0.12348 0.02953
C -0.81843 -2.58254 -2.88945
Si -2.14932 -1.95823 -1.73965
C -2.22708 -2.92377 -0.14341
C -3.84934 -1.95417 -2.49332
Ge -1.34166 0.22425 -0.94434
Si -1.80682 1.51598 -2.93142
C -3.64096 1.61791 -3.20203
C -1.07556 3.20581 -2.61108
C -0.96952 0.75009 -4.40501
Si -2.98630 0.94781 0.69396
C -4.61106 0.09262 0.39110
C -2.37685 0.48456 2.41605
C -3.26793 2.78942 0.58587
H -0.76564 -3.67505 -2.87142
H 0.15463 -2.19082 -2.58422
H -0.99880 -2.26820 -3.91990
H -2.35473 -4.00024 -0.31392
H -3.06845 -2.58234 0.46584
H -1.31488 -2.78665 0.42891
H -4.35557 -2.86721 -2.16608
H -3.81516 -1.95924 -3.58582
H -4.45770 -1.10721 -2.17538
H -4.20086 1.89597 -2.30662
H -4.04473 0.67406 -3.57535
H -3.82207 2.38555 -3.96171
H -1.61462 3.72687 -1.81367
H -1.11285 3.83696 -3.50605
H -0.02914 3.10696 -2.31362
H -1.48280 -0.15527 -4.73793
H 0.07067 0.49486 -4.18609
H -0.97307 1.45893 -5.23955
H -4.52181 -0.99428 0.40130
H -5.07343 0.38614 -0.55475
H -5.28995 0.38101 1.20106
H -3.17730 0.01278 2.99355
H -2.03855 1.36143 2.97687
H -1.54510 -0.22158 2.36819
H -3.62506 3.08152 -0.40441
H -2.36653 3.36783 0.79801
H -4.03156 3.08726 1.31233
C 3.27378 -1.97684 -1.35862
Si 2.24188 -1.83311 0.17752
C 3.35387 -1.74040 1.67656
C 1.27884 -3.39829 0.40631
C 0.73878 -3.71955 1.65921
C 0.10652 -4.93255 1.87822
C -0.01549 -5.84322 0.83597
C 0.49981 -5.53917 -0.41825
C 1.14223 -4.32690 -0.63103
H 3.78206 -2.94631 -1.33792
H 4.03203 -1.19342 -1.41013
H 2.68055 -1.91117 -2.27373
H 4.15868 -2.45852 1.49025
H 2.83396 -2.04455 2.58755
H 3.80463 -0.76390 1.85580
H 0.81668 -3.01611 2.48327
H -0.28789 -5.16960 2.85783
H -0.50581 -6.79430 1.00144
H 0.41275 -6.25541 -1.22612
H 1.55202 -4.11251 -1.61127
N 3.49148 1.77996 5.73426
C 2.76393 1.97017 4.86640
C 1.85738 2.23003 3.77285
C 1.27681 3.47993 3.59979
C 0.47099 3.68866 2.49467
C 0.26568 2.64754 1.61373
N 0.79592 1.43181 1.80323
C 1.58232 1.22577 2.86009
H 1.46060 4.26752 4.31920
H 0.01815 4.65234 2.30671
H -0.34954 2.76472 0.72986
H 1.99547 0.23322 2.98734
S 1.98363 1.52857 -1.26518
C 3.16824 2.20972 -0.12884
C 3.10113 3.56170 0.21078
C 3.99986 4.09357 1.12339
C 4.97108 3.28643 1.70620
C 5.07318 1.95388 1.33349
C 4.18559 1.42245 0.40742
H 2.35152 4.19116 -0.25477
H 3.93969 5.14304 1.38585
H 5.65345 3.69968 2.43757
H 5.85198 1.32950 1.75404
H 4.29377 0.40121 0.07268
```

Results
Total charge: +1
Orbital gap (spin up / spin down), eV: 6.2 / 6.3
Spin multiplicity: 2
Energy relative to the best compared isomer or geometry (same formula, charge and spin), kJ/mol: 169.1

---

# 4
Computed, not measured: a cluster of 2 separate species, C3H9OPS in total in a non-equilibrium geometry, with wB97M-V/def2-TZVPD.

The geometry in XYZ format:
```
15
Properties=species:S:1:pos:R:3
C 0.69355 -0.85881 -1.66026
P 0.66434 0.22047 -0.12160
C 1.61982 1.63943 -0.92495
S 2.06131 -0.57073 1.14877
H 0.23794 -1.86269 -1.56798
H -0.03822 -0.34095 -2.19864
H 1.72609 -1.02205 -2.28009
H 0.90270 1.83471 -1.68092
H 1.73152 2.45753 -0.14362
H 2.51767 1.43639 -1.41650
H 1.05666 -0.82650 2.15946
C -3.25460 -0.52772 2.20723
O -2.27495 0.10007 1.84837
H -3.74825 -0.60803 3.19479
H -3.89557 -1.07110 1.43594
```

Results
Structure (SMILES): CP(C)S.C=O
Orbital gap, eV: 9.2
Energy relative to the best compared isomer or geometry (same formula, charge and spin), kJ/mol: 312.5

---

# 5
Computed, not measured: a structure of composition C25H45NP2SeY in a non-equilibrium geometry, with wB97M-V/def2-TZVPD.

The geometry in XYZ format:
```
75
Properties=species:S:1:pos:R:3
Y -0.23075 -0.26139 -0.38206
C -2.09315 1.69659 0.90667
C -2.52245 0.80457 -0.12330
C -2.34500 -0.38415 1.84483
C -2.08651 0.98307 2.11538
C -2.58576 -0.51605 0.44955
C -1.97870 3.17190 0.74894
H -1.70308 3.42839 -0.28495
H -1.21908 3.58623 1.42339
H -2.93908 3.67644 0.94542
C -1.97352 1.55434 3.47672
H -1.66783 2.60529 3.43739
H -1.19820 1.01248 4.03603
H -2.90365 1.50061 4.06575
C -2.49537 -1.45847 2.84872
H -3.54028 -1.58917 3.16601
H -1.91668 -1.24321 3.75074
H -2.13697 -2.41874 2.47018
C -2.96640 -1.76513 -0.26443
H -4.06137 -1.78232 -0.37411
H -2.64297 -2.67278 0.25887
H -2.53810 -1.80550 -1.27637
C -3.05252 1.17955 -1.45659
H -4.08395 1.52168 -1.26640
H -3.10134 0.32244 -2.13921
H -2.48025 1.98466 -1.94460
C 1.58511 0.42468 -1.71793
C 0.47786 1.25866 -1.92941
C -0.07789 1.45254 -3.33167
C -0.96571 0.33921 -3.92658
C -1.09077 -0.90690 -3.10307
C -0.01345 -1.70559 -2.89549
C 1.30884 -1.40631 -3.55252
C 2.20003 -0.34721 -2.87746
H 0.76166 1.60213 -4.03760
H -0.55188 0.13330 -4.92628
H -0.66189 2.38606 -3.31285
H 2.50807 0.35419 -3.67324
H 2.30590 0.66297 -0.89638
H 0.34109 2.11758 -1.22191
H 3.12389 -0.83784 -2.53312
H 1.86917 -2.34694 -3.63468
H -0.14378 -2.72613 -2.53331
H 1.19535 -1.11179 -4.60762
H -1.96686 0.73968 -4.13676
H -2.10681 -1.28722 -2.98378
P 1.91569 2.30503 1.25719
C 1.51754 3.01362 2.88271
H 2.31625 3.72250 3.14462
H 1.42005 2.22101 3.64140
H 0.54829 3.52622 2.83952
C 3.55596 1.57423 1.58679
H 4.20180 2.34780 2.01716
H 3.98500 1.17688 0.65865
H 3.46402 0.72913 2.27892
C 2.32184 3.76360 0.27351
H 2.68651 3.45098 -0.71039
H 3.06379 4.36265 0.80984
H 1.40809 4.33759 0.08941
P 0.98836 -2.90672 0.40436
C -0.07049 -4.20652 -0.25710
H 0.55432 -5.06676 -0.52482
H -0.63680 -3.85724 -1.12830
H -0.81000 -4.49099 0.49865
C 2.54627 -3.06056 -0.51230
H 2.39817 -2.87651 -1.58495
H 2.95199 -4.06675 -0.33568
H 3.26905 -2.30666 -0.16882
C 1.42863 -3.54354 2.05244
H 1.84017 -4.56548 1.98197
H 0.54313 -3.54401 2.70439
H 2.14454 -2.87640 2.55281
Se 0.96626 -0.47698 4.55704
C 0.97221 -0.35696 2.78953
N 0.87441 -0.25557 1.60051
```

Results
Total charge: +1
Orbital gap (spin up / spin down), eV: 4.7 / 4.7
Energy relative to the best compared isomer or geometry (same formula, charge and spin), kJ/mol: 0.0

---

# 6
Computed, not measured: a structure of composition C15H13N4O2ReS4Sb, with wB97M-V/def2-TZVPD.

The geometry in XYZ format:
```
40
Properties=species:S:1:pos:R:3
Re 1.14815 -0.28913 0.01656
C -4.45655 1.02687 -0.53731
C -3.56298 0.10524 -1.07160
C -2.23939 0.12427 -0.68055
C -1.80654 1.08602 0.23206
C -2.70099 2.01457 0.77357
C -4.02432 1.97356 0.38627
N -0.43367 1.12568 0.59537
N -0.06586 2.13858 1.22888
C 1.30885 2.26179 1.42075
C 1.78576 3.33574 2.14046
C 3.16076 3.50730 2.23861
C 4.00523 2.60638 1.60239
C 3.46073 1.54274 0.91599
N 2.12765 1.35760 0.82400
H -5.49620 1.00286 -0.83510
H -3.90508 -0.63178 -1.78465
H -1.55324 -0.60688 -1.08302
H -2.36395 2.74414 1.49386
H -4.72562 2.68073 0.80658
H 1.08020 4.01593 2.59598
H 3.56702 4.34014 2.79736
H 5.07960 2.71586 1.64187
H 4.09107 0.81975 0.41649
S 3.53090 0.67518 -10.28183
Sb 2.11339 -0.91337 -10.37209
S 2.88974 -1.57529 0.52339
S 1.10218 -0.23849 -2.02258
S 0.69914 -2.50217 -10.49865
O -1.75611 -1.18094 1.88365
C -1.08525 -2.09891 1.55765
C -1.27066 -3.57544 1.80892
C 0.08674 -4.21075 1.49556
C 0.88446 -3.05222 1.01486
O 2.14095 -3.11911 0.80317
N 0.21365 -1.91282 0.87667
H -2.07335 -3.94061 1.16728
H -1.59010 -3.71905 2.83953
H 0.05313 -4.97125 0.71300
H 0.58053 -4.66274 2.35664
```

Results
Total charge: +3
Orbital gap, eV: 6.1
Energy relative to the best compared isomer or geometry (same formula, charge and spin), kJ/mol: 110.8

---

# 7
Computed, not measured: a cluster of 4 separate species, C24H42N4O2 in total, with wB97M-V/def2-TZVPD.

The geometry in XYZ format:
```
72
Properties=species:S:1:pos:R:3
C 3.55282 0.66364 3.73295
C 3.14146 1.52732 2.54918
C 4.21157 1.57497 1.46381
C 3.89115 2.53221 0.31730
C 2.75456 2.04304 -0.59655
C 1.79354 3.11611 -1.11801
C 0.80363 3.71594 -0.12878
C -0.11364 2.67793 0.52569
N -0.68141 1.73748 -0.43219
C -1.64484 0.82484 0.17550
C -2.98018 1.52668 0.49136
C -3.29557 1.66455 1.97007
O -4.06917 0.79922 -0.10824
O 1.52075 4.40490 0.88686
C 0.75911 5.33743 1.63297
H 3.75544 -0.36486 3.42270
H 4.46510 1.04622 4.19911
H 2.78081 0.63011 4.50419
H 2.92311 2.54784 2.88318
H 2.20316 1.14759 2.13101
H 4.37199 0.56354 1.06938
H 5.15991 1.87749 1.92173
H 4.79236 2.67472 -0.28530
H 3.63002 3.50895 0.73017
H 3.19487 1.56046 -1.47451
H 2.18608 1.25199 -0.08935
H 1.19521 2.69659 -1.93228
H 2.37380 3.93519 -1.55486
H 0.18670 4.44282 -0.67705
H -0.94507 3.19624 1.01258
H 0.45821 2.17778 1.32418
H 0.07092 1.19620 -0.84260
H -1.25054 0.34693 1.08790
H -1.83170 0.02353 -0.54225
H -2.93792 2.51350 0.01422
H -2.38568 1.70272 2.57072
H -3.88380 0.80391 2.29519
H -3.88283 2.56128 2.17059
H -4.06284 1.02402 -1.04405
H 1.26332 6.30603 1.62291
H 0.65663 4.99811 2.66790
H -0.24300 5.46930 1.21181
C -1.95698 -2.91736 0.76110
C -1.84747 -4.33254 0.68145
C -2.85718 -4.77627 -0.13167
N -3.56920 -3.68378 -0.54333
C -3.02814 -2.54772 -0.00906
H -1.32012 -2.25150 1.31967
H -1.11352 -4.94717 1.17659
H -3.12429 -5.76895 -0.45166
H -4.36352 -3.70788 -1.15595
H -3.46432 -1.58016 -0.19684
C -4.27159 -0.10953 -4.94355
C -3.01235 0.01057 -5.59139
C -2.12664 0.50583 -4.67244
N -2.79716 0.68831 -3.49474
C -4.10758 0.31492 -3.65248
H -5.19188 -0.46408 -5.37667
H -2.78501 -0.23694 -6.61465
H -1.08006 0.74305 -4.75765
H -2.37615 1.04813 -2.65411
H -4.81613 0.37964 -2.84334
C 3.31476 -5.18380 0.04917
C 3.61296 -6.44940 0.62604
C 2.42566 -7.11129 0.79387
N 1.42583 -6.29460 0.34152
C 1.95621 -5.12050 -0.11357
H 4.01715 -4.41105 -0.21513
H 4.58671 -6.82849 0.88775
H 2.21117 -8.08654 1.19582
H 0.44804 -6.51958 0.33792
H 1.32280 -4.34585 -0.51181
```

Results
Structure (SMILES): CCCCCC[C@@H](CNC[C@H](C)O)OC.c1cc[nH]c1.c1cc[nH]c1.c1cc[nH]c1
Orbital gap, eV: 8.8

---

# 8
Computed, not measured: an isolated molecule of C4H5NO, with wB97M-V/def2-TZVPD.

The geometry in XYZ format:
```
11
Properties=species:S:1:pos:R:3
C 0.81553 -0.64448 -2.19821
C 0.41833 -0.44766 -0.80949
C 0.15031 -0.16908 0.33291
C 0.05258 0.53309 1.61132
N -1.09683 0.35103 2.31559
O 0.95400 1.25790 1.98809
H -0.01583 -0.43545 -2.87765
H 1.17676 -1.65903 -2.38391
H 1.62770 0.05349 -2.42316
H -1.24902 0.97379 3.09430
H -1.87600 -0.16043 1.93740
```

Results
Structure (SMILES): CC#CC(N)=O
Orbital gap, eV: 10.7
Energy relative to the best compared isomer or geometry (same formula, charge and spin), kJ/mol: 119.1

---

| no. | molecular weight (g mol⁻¹) |
| --- | --- |
| 1 | 131.2 |
| 2 | 102.2 |
| 3 | 832.9 |
| 4 | 124.1 |
| 5 | 589.5 |
| 6 | 717.5 |
| 7 | 418.6 |
| 8 | 83.1 |